No. 1
{
  "formula": "C5H13NS",
  "method": "ωB97M-V with the def2-TZVPD basis set",
  "species": ["H", "H", "S", "C", "H", "C", "H", "H", "C", "C", "H", "H", "H", "H", "H", "H", "H", "N", "H", "C"],
  "coordinates": [[-1.6925, 0.2246, -0.8333], [1.5741, -1.7124, 2.4186], [1.4898, -1.4629, 0.0758], [-0.9186, -0.4237, -2.5936], [-1.1474, -1.1783, -3.3372], [0.0698, 1.2936, 1.4908], [-0.6696, -0.6822, 1.9114], [-0.8427, 1.7956, 1.8097], [-0.0359, 0.5370, -2.8508], [0.1957, -0.0665, 2.1677], [0.1910, 1.3080, -2.1238], [2.3580, -0.2247, 1.9313], [0.4674, 0.5945, -3.8022], [0.0633, 1.2016, 0.4026], [0.5039, -0.7823, -0.5133], [0.1978, 0.0696, 3.2525], [0.9166, 1.9397, 1.7318], [-1.6298, -0.6035, -1.4027], [-2.5511, -1.0003, -1.5295], [1.4602, -0.8277, 1.7941]],
  "total_energy_ha": -651.21487,
  "smiles": "C=CN.CCCS",
  "e_homo_ev": -8.4,
  "relative_energy_ev": 0.7916,
  "total_charge": 0
}


No. 2
{
  "formula": "C25H36AuClIP3",
  "method": "ωB97M-V with the def2-TZVPD basis set",
  "species": ["C", "C", "H", "P", "C", "H", "C", "Cl", "H", "C", "H", "H", "H", "H", "C", "C", "H", "C", "C", "H", "C", "H", "H", "H", "C", "H", "H", "C", "C", "C", "P", "H", "H", "H", "H", "H", "C", "P", "H", "H", "C", "C", "H", "C", "C", "H", "C", "H", "Au", "I", "H", "H", "C", "C", "H", "H", "C", "C", "H", "H", "C", "H", "H", "H", "H", "H", "H"],
  "coordinates": [[1.2464, -1.8893, 4.5106], [-0.2410, -3.5053, -3.6320], [3.0945, -3.0125, 4.6732], [-0.4066, -0.2134, 1.1371], [2.2240, -3.1707, -2.2764], [0.5674, -5.8287, -1.7762], [1.8749, -1.7132, 1.8005], [2.0894, 0.0955, -3.9434], [1.0535, -1.8738, 5.5756], [-4.3945, -0.9593, 0.6872], [-0.4495, 4.0658, -0.7983], [0.0348, 5.5801, -1.6445], [-0.0770, 4.8015, 3.7701], [-3.0892, 0.7277, 0.4237], [0.9960, 3.1620, 2.9070], [0.3686, -4.9864, -1.1209], [2.6182, -4.1118, -2.7366], [0.3728, 4.5811, -1.3265], [2.3763, 4.2321, -3.6063], [-0.6375, -5.0810, -0.6842], [-3.1786, -0.2822, 0.8283], [2.3725, -2.3087, -2.9697], [-0.0927, 2.8688, -4.7723], [-2.5282, 1.7364, 2.0367], [-3.4682, -2.9144, 1.7676], [-0.0755, -4.5380, -3.9992], [-1.3557, 3.4497, -3.6334], [-2.0724, -0.8819, 1.4535], [-0.1644, 3.8512, 3.2560], [2.4039, -2.4867, 4.0202], [0.4144, -3.3208, -1.9034], [-0.5264, -0.7296, 4.0468], [-2.3297, 3.8749, 3.2147], [-1.4748, -2.7084, 2.5500], [1.7978, 1.3118, 2.1471], [0.3054, -2.7695, -4.2624], [0.8968, 1.9088, 2.3243], [0.9117, 3.5231, -2.7097], [-5.2417, -0.4388, 0.2315], [2.7703, -2.9555, -1.3376], [0.6706, -1.1416, 2.3023], [0.3596, -1.2322, 3.6582], [-0.2589, 4.6575, -4.4610], [2.7259, -2.3990, 2.6633], [0.0329, 1.7484, -1.6980], [2.7224, 3.4615, -4.3284], [-0.3384, 3.6391, -4.0189], [-5.5226, -2.7573, 1.0813], [-0.7454, -2.8475, 0.1304], [2.1914, 1.4833, -1.5289], [3.2111, 4.5070, -2.9244], [1.0532, -4.9242, -0.2664], [-2.1455, -2.3179, 1.7708], [-0.3758, 1.3795, 2.0113], [2.0736, -1.6646, 0.7217], [1.9909, 3.5451, 3.1234], [-4.5435, -2.2678, 1.1874], [-1.5379, 2.1177, 2.2893], [3.6247, -2.8382, 2.2240], [-0.9450, 2.1108, -2.2296], [-1.4207, 3.3368, 2.9497], [-3.6073, -3.9126, 2.1895], [-1.3122, -3.2455, -3.6426], [1.1868, 4.6873, -0.6042], [2.0794, 5.1371, -4.1913], [-0.1590, 1.9747, -0.5947], [0.0037, 0.6722, -2.0425]],
  "total_energy_ha": -2891.12086,
  "s2": 2.014,
  "multiplicity": 3,
  "e_homo_ev": [-13.2, -13.2],
  "relative_energy_ev": 1.6288,
  "total_charge": 2
}